# 1
A 2-piece molecular cluster, C11H24FN3O4S overall. Source: the OMol25 dataset; level of theory: the ωB97M-V functional and the def2-TZVPD basis.

Properties
Lowest unoccupied orbital energy, eV: 0.661
SMILES: CCCCNN(CC(=O)N(C)C)S(=O)(=O)F.CC(C)=O
Orbital gap, eV: 9.88
HOMO, eV: -9.22

Structure (XYZ):
```
44
C11H24FN3O4S (the ωB97M-V functional and the def2-TZVPD basis)
S 1.735 -0.731 -0.567
F 1.306 0.770 -0.756
O 2.527 -1.039 -1.701
O -2.572 0.159 0.933
O 2.240 -0.852 0.748
O 0.580 3.880 3.907
N 0.203 -1.466 -0.708
N 0.179 -2.185 -1.935
N -0.387 0.219 1.685
C -1.695 -3.041 -5.168
C -0.571 -4.172 -3.165
C -1.000 -0.587 -0.611
C 2.448 5.062 4.786
C 1.529 4.594 3.684
C -0.808 -0.211 3.022
C 1.856 5.061 2.285
C -0.755 -3.307 -1.902
C -0.076 1.672 1.689
C -1.774 -4.158 -4.122
C -1.405 -0.024 0.740
H -2.682 -2.772 -5.549
H -0.301 2.109 0.716
H -1.840 -1.218 -0.894
H -2.706 -4.079 -3.556
H -1.723 0.287 3.354
H 0.305 -3.791 -3.697
H -0.947 -1.292 3.037
H -1.218 -2.141 -4.773
H 2.110 4.660 5.738
H 0.980 1.820 1.905
H -0.009 0.039 3.721
H -0.563 -3.874 -0.994
H -1.112 -3.375 -6.029
H 2.854 4.724 2.001
H -1.816 -5.121 -4.635
H 2.452 6.152 4.832
H -0.687 2.193 2.427
H 3.467 4.725 4.591
H -1.795 -2.954 -1.900
H 1.126 4.662 1.584
H -0.348 -5.201 -2.884
H 1.839 6.152 2.241
H -0.953 0.217 -1.353
H 0.012 -1.568 -2.726
```

# 2
A 2-piece molecular cluster, C11H24OSi overall in a non-equilibrium geometry. Source: the OMol25 dataset; level of theory: the ωB97M-V functional and the def2-TZVPD basis.

Properties
Lowest unoccupied orbital energy, eV: 0.954
Energy above the lowest of the compared OMol25 structures with the same formula, charge and spin, eV: 3.122
Orbital gap, eV: 8.68
HOMO, eV: -7.72

Structure (XYZ):
```
37
C11H24OSi (the ωB97M-V functional and the def2-TZVPD basis)
Si -1.016 0.301 0.682
O 1.693 0.210 -0.894
C -1.731 1.081 -0.877
C -2.928 -1.365 1.764
C 4.008 0.354 0.763
C 2.873 0.789 -1.379
C 1.526 0.586 0.429
C -2.984 1.942 -0.630
C -1.488 -1.455 1.180
C 4.145 0.077 -0.690
C -1.401 -2.573 0.072
C -2.155 0.275 -2.066
C 2.595 -0.053 1.319
H 4.759 -0.063 1.413
H 2.974 1.856 -1.146
H -0.927 1.803 -1.111
H -3.352 -2.377 1.999
H -3.126 2.684 -1.306
H 2.615 0.448 2.333
H 2.599 -1.131 1.234
H 2.941 0.607 -2.502
H -2.799 -0.528 -1.783
H -0.425 -2.367 -0.361
H -2.984 2.432 0.307
H -3.897 1.304 -0.491
H -1.208 1.140 1.797
H 4.074 -0.949 -0.946
H 4.043 1.408 0.943
H 5.020 0.703 -1.097
H -2.268 -2.603 -0.515
H -3.455 -0.897 0.955
H 1.501 1.752 0.559
H -0.746 -1.743 1.982
H -1.281 -0.222 -2.415
H -2.728 0.869 -2.803
H -2.951 -0.753 2.629
H -1.517 -3.541 0.652
```

# 3
C11H24P as an isolated structure in a non-equilibrium geometry. Source: the OMol25 dataset; level of theory: the ωB97M-V functional and the def2-TZVPD basis.

Properties
Lowest unoccupied orbital energy, eV: -2.459
Energy above the lowest of the compared OMol25 structures with the same formula, charge and spin, eV: 0.017
Net charge: +1
Orbital gap, eV: 11.82
HOMO, eV: -14.28

Structure (XYZ):
```
36
C11H24P (the ωB97M-V functional and the def2-TZVPD basis)
P -0.242 0.207 -0.264
C 1.563 0.809 -0.418
C -0.629 -1.356 0.782
C 0.153 -1.719 2.026
C -2.109 1.484 -0.755
C 2.191 -0.455 -0.979
C 1.690 2.024 -1.331
C 2.069 1.195 0.954
C -0.505 -2.545 -0.220
C -1.037 1.655 0.339
C -2.135 -1.117 1.182
C -1.321 0.487 -1.654
H -2.374 -0.144 1.637
H -2.786 -1.161 0.225
H 1.409 1.989 1.294
H 1.895 2.952 -0.891
H -0.876 -2.248 -1.184
H -0.832 0.777 -2.636
H -2.013 -0.420 -1.985
H -2.440 -2.040 1.738
H 0.168 -0.837 2.742
H 2.057 -1.232 -0.225
H -1.584 1.786 1.277
H 1.939 0.348 1.500
H 0.751 2.200 -1.769
H 0.526 -2.695 -0.245
H -0.373 2.411 0.010
H 3.370 -0.585 -1.045
H 2.272 1.885 -2.213
H -0.981 -3.397 0.220
H 3.119 1.517 1.025
H -0.276 -2.638 2.461
H 1.656 -0.770 -1.945
H -3.126 0.956 -0.338
H 1.159 -1.811 1.865
H -2.347 2.486 -1.181
```